[1]
The following is a quantum chemistry calculation of a 2-piece molecular cluster, C33H44IN2O6S2 overall, from OMol25.

Cartesian coordinates (Å):
C: -0.43648 6.59490 -1.91910
C: 0.40233 6.04244 -1.26329
C: 1.43298 5.37162 -0.47082
C: 0.79889 4.32524 0.43423
C: 0.28948 4.68545 1.68208
C: 0.35778 6.12841 2.10622
C: -0.25512 3.67548 2.48852
S: -0.91800 4.15818 4.08948
C: -0.32307 2.33666 2.07128
C: -0.86976 1.26390 2.97437
C: -2.18276 0.67434 2.46299
O: -2.74727 -0.25383 3.39281
C: 0.15319 1.99720 0.80051
C: 0.71351 3.00045 0.02086
S: 1.37253 2.55153 -1.55782
C: 0.23067 1.28168 -2.01558
C: -0.07710 1.09572 -3.36005
C: 0.46433 1.99234 -4.43398
I: -1.22481 3.01765 -5.37285
C: 1.29950 1.28456 -5.52930
C: 2.02301 0.00731 -5.06319
C: -0.88455 0.01236 -3.69691
C: -1.35016 -0.82969 -2.71188
C: -1.06698 -0.63259 -1.36175
C: -1.61325 -1.61900 -0.34544
C: -1.50613 -3.07427 -0.83735
C: -3.08988 -1.33693 0.09575
C: -3.78099 -0.12050 -0.51766
C: -5.30940 -0.18055 -0.24888
C: -0.26047 0.44845 -1.00335
N: 0.12770 0.63664 0.35750
C: 1.37881 -0.11925 0.69665
C: 1.17305 -1.21957 1.75960
C: 1.76644 -2.58574 1.36045
C: 0.93070 -3.77677 1.89131
C: 1.78020 -4.82923 2.60814
O: 1.21331 -6.16567 2.46854
C: 1.84776 -6.93723 1.53706
C: 1.27010 -6.82197 0.15115
O: 2.76805 -7.64970 1.82038
H: -1.29208 7.01826 -2.38833
H: 1.96169 6.10877 0.13408
H: 2.16828 4.92216 -1.13476
H: 1.35911 6.34557 2.49414
H: -0.36360 6.36929 2.87800
H: 0.19786 6.79531 1.25955
H: 0.22552 4.11477 4.79177
H: -1.03217 1.63116 3.98398
H: -0.14025 0.45331 3.03776
H: -2.90388 1.48088 2.29863
H: -1.97011 0.14280 1.54024
H: -2.23369 -0.22746 4.20495
H: 1.03441 2.81883 -4.02974
H: 2.05813 2.00088 -5.85306
H: 0.69238 1.09434 -6.41210
H: 2.17895 -0.02143 -3.98711
H: 3.01126 -0.02766 -5.52699
H: 1.49735 -0.88663 -5.39532
H: -1.12679 -0.14306 -4.74151
H: -1.95949 -1.67039 -3.01732
H: -0.98963 -1.56392 0.54477
H: -1.70863 -3.75750 -0.01133
H: -2.27989 -3.27293 -1.58386
H: -0.53644 -3.29048 -1.28763
H: -3.10597 -1.24522 1.18352
H: -3.69964 -2.21742 -0.13220
H: -3.62360 -0.08517 -1.59246
H: -3.40377 0.79480 -0.05834
H: -5.49819 -0.79908 0.63152
H: -5.73872 0.80541 -0.08784
H: -5.80908 -0.68001 -1.08108
H: 1.76660 -0.58325 -0.21162
H: 2.13024 0.58752 1.04895
H: 0.11436 -1.31066 2.01175
H: 1.68939 -0.89769 2.66633
H: 2.76601 -2.64384 1.79264
H: 1.82907 -2.63839 0.27228
H: 0.39899 -4.25260 1.06568
H: 0.17963 -3.42177 2.59906
H: 1.78584 -4.63801 3.67898
H: 2.81032 -4.83698 2.24906
H: 1.62189 -7.63492 -0.47822
H: 0.18178 -6.84876 0.20113
H: 1.57586 -5.85987 -0.26368
N: 4.52847 -0.49307 1.80678
O: 5.19626 -1.43513 1.34236
O: 3.94418 -0.62496 2.90932
O: 4.45552 0.59330 1.19372

Cartesian forces, eV/Å:
-0.25 -0.14 0.29
0.13 0.19 -0.26
-0.20 -0.07 0.19
0.10 -0.04 0.09
-0.08 -0.16 -0.19
0.25 0.04 -0.09
0.06 0.23 0.11
-0.09 -0.14 0.01
-0.15 0.11 0.24
-0.06 -0.50 -0.13
0.36 0.20 0.40
0.03 -0.06 -0.09
-0.06 0.14 0.24
0.08 -0.11 -0.42
-0.01 0.00 0.01
0.21 0.28 0.17
-0.13 0.04 -0.02
-0.11 -0.30 -0.34
0.17 0.10 0.05
0.21 0.20 0.18
0.20 0.19 -0.44
0.24 0.22 0.15
-0.09 -0.08 -0.34
-0.09 -0.23 0.12
-0.10 -0.26 0.13
-0.35 0.26 -0.15
0.18 -0.11 -0.22
-0.79 -0.08 0.49
0.58 -0.43 -0.05
-0.23 -0.22 -0.15
0.36 0.09 -0.16
-0.19 -0.12 0.46
0.27 0.06 0.07
-0.54 0.08 0.59
0.32 0.04 -0.03
-0.32 -0.08 -0.06
0.16 0.14 -0.06
0.00 -0.12 -0.02
-0.14 -0.17 0.09
-0.06 0.03 0.03
0.15 0.05 -0.16
0.04 -0.02 -0.04
0.03 -0.01 -0.01
-0.07 0.04 0.09
-0.01 -0.05 0.03
-0.09 -0.03 0.00
0.03 -0.01 -0.07
0.07 0.21 0.00
-0.02 0.08 0.03
-0.04 -0.04 -0.14
-0.12 0.32 0.05
0.00 0.02 -0.01
-0.08 0.00 0.18
-0.12 0.09 -0.04
-0.06 -0.19 0.05
-0.09 -0.07 0.05
-0.02 -0.04 0.02
-0.10 -0.05 0.30
-0.10 -0.10 0.03
-0.04 -0.04 0.11
-0.06 0.18 -0.15
0.15 -0.01 0.03
0.08 -0.04 -0.09
0.06 -0.05 0.14
-0.22 -0.14 -0.11
0.06 -0.04 -0.11
0.18 0.19 -0.03
0.27 0.02 -0.27
-0.08 0.19 0.12
-0.10 0.01 -0.10
-0.13 0.14 0.00
0.00 0.16 -0.11
0.09 -0.04 -0.12
0.00 -0.06 -0.17
-0.09 -0.05 0.04
0.17 0.08 -0.33
0.20 -0.13 -0.02
-0.04 -0.03 0.07
-0.12 0.01 -0.09
0.19 0.01 0.00
0.01 -0.02 -0.01
0.14 0.08 -0.01
0.01 0.13 0.01
-0.05 0.00 -0.07
0.36 0.14 0.19
-0.15 -0.06 -0.08
-0.09 -0.02 -0.05
-0.09 -0.05 -0.05

Total charge: -1
HOMO level: -5.05 eV
Kohn-Sham gap: 0.2526 Eh

---

[2]
The following is a quantum chemistry calculation of C33H44InN9O23V as an isolated structure in a non-equilibrium geometry, from OMol25.

Cartesian coordinates (Å):
O: 0.58264 -1.60732 1.39220
V: 0.66851 -1.03568 -0.10507
O: 1.18278 0.43239 -0.23961
In: 0.19561 -4.00435 -3.27382
O: -1.81046 -1.92401 -4.53928
C: -2.07678 -0.84382 -3.61191
C: -2.03949 -1.12207 -2.04447
O: -0.99341 -1.75233 -1.42456
H: -2.93367 -0.20962 -3.83916
H: -1.37780 -0.04298 -3.85314
H: -2.97470 -1.60285 -1.75755
H: -2.39237 -0.15392 -1.68916
C: 4.34721 -2.61094 0.38967
C: 3.57861 -2.44351 -0.89821
O: 2.12863 -2.57024 -0.96313
H: 5.40737 -2.36029 0.42629
H: 4.26364 -3.66443 0.65664
H: 3.84537 -1.98662 1.12891
H: 3.99850 -3.12575 -1.63736
H: 3.75931 -1.41807 -1.22060
C: 2.98584 -3.71445 3.95553
N: 3.23516 -3.56403 5.36155
O: 2.29830 -3.64995 6.14661
O: 4.19620 -2.94597 5.62858
H: 3.92388 -4.12786 3.58504
H: 2.62068 -2.81415 3.46135
H: 2.17623 -4.44344 3.92094
C: 0.48555 -6.47582 1.59564
N: 1.27359 -5.99413 0.37372
O: 2.48279 -6.06296 0.32315
O: 0.54187 -5.52644 -0.52580
H: 0.81753 -5.69676 2.28190
H: 0.76793 -7.47398 1.93038
H: -0.54560 -6.52834 1.24624
C: 1.81612 3.62508 1.17814
N: 2.39713 4.20969 2.38421
O: 2.38893 3.54678 3.41795
O: 2.97665 5.31283 2.29762
H: 0.76153 3.85148 1.02104
H: 1.81566 2.54966 1.35585
H: 2.43696 3.92341 0.33336
C: 3.18328 -0.09658 -4.46887
N: 1.69400 -0.13798 -4.25964
O: 1.25048 -1.17737 -3.87873
O: 1.00878 0.83967 -4.55878
H: 3.36418 0.24944 -5.48653
H: 3.87165 -0.86663 -4.12062
H: 3.61625 0.70471 -3.87007
C: -4.11599 -5.43664 -0.45103
N: -3.35157 -4.73657 -1.52451
O: -3.87615 -4.31312 -2.48819
O: -2.15738 -4.81287 -1.45110
H: -3.44729 -6.14344 0.04027
H: -4.80216 -6.04285 -1.04245
H: -4.65515 -4.79795 0.24860
C: -4.31116 -2.01557 2.23083
C: -5.44540 -2.70336 2.77406
C: -6.46387 -3.02533 1.91626
C: -6.46441 -2.56479 0.57765
C: -5.34752 -1.91649 0.13668
C: -4.27101 -1.57462 0.92647
N: -7.63036 -2.72086 -0.33583
O: -8.59547 -3.30512 0.15981
O: -7.48326 -2.17482 -1.46156
H: -3.53438 -1.78199 2.94388
H: -5.44933 -3.00369 3.81145
H: -7.29535 -3.65498 2.19656
H: -5.41242 -1.44258 -0.83162
H: -3.41466 -1.01509 0.58007
C: -3.04680 5.12538 3.01768
C: -3.05470 4.91196 1.66538
C: -2.59152 3.71081 1.23845
C: -2.39069 2.67499 2.11656
C: -2.38727 2.93893 3.48407
C: -2.73569 4.12873 3.93104
N: -1.98400 1.34599 1.63467
O: -2.09959 0.44509 2.38177
O: -1.43058 1.15734 0.56279
H: -3.29314 6.09494 3.42472
H: -3.28355 5.74182 1.01319
H: -2.61468 3.57717 0.16700
H: -2.13623 2.13899 4.16485
H: -2.75818 4.40048 4.97604
C: -4.20476 4.10860 -3.18704
C: -3.38055 3.01226 -3.41424
C: -2.02784 3.06096 -3.16031
C: -1.47233 4.12529 -2.52440
C: -2.30095 5.17108 -2.32452
C: -3.61750 5.22447 -2.72574
N: 0.01211 4.21654 -2.34190
O: 0.66868 3.20361 -2.30505
O: 0.49103 5.33028 -2.21135
H: -5.28294 4.07080 -3.23690
H: -3.84542 2.10751 -3.77719
H: -1.36918 2.22452 -3.34182
H: -1.78447 6.05444 -1.97909
H: -4.15726 6.06979 -2.32513
C: 8.56877 3.91333 0.31011
C: 8.61062 2.48312 0.41196
C: 7.45501 1.69373 0.34372
C: 6.30098 2.32467 0.06875
C: 6.21577 3.69849 0.15142
C: 7.33020 4.52051 0.21889
N: 5.08447 1.54936 -0.08247
O: 4.12701 1.83024 0.68234
O: 5.29732 0.68579 -0.90991
H: 9.56119 4.28386 0.09984
H: 9.50604 1.91257 0.60967
H: 7.70219 0.64369 0.39597
H: 5.26321 4.20144 0.07352
H: 7.37823 5.59945 0.22018

Cartesian forces, eV/Å:
-0.02 1.41 -1.25
0.83 -3.95 -0.84
0.19 0.07 0.50
-0.04 0.45 0.82
-1.07 3.87 4.16
0.20 -3.02 -5.29
1.13 -0.63 3.25
-0.65 1.76 -1.05
-1.32 -1.16 0.11
2.09 -0.21 0.79
-0.33 -1.64 -1.24
1.47 1.16 0.13
-1.35 -0.67 0.97
-0.59 1.08 -1.45
-0.69 1.41 1.33
-0.12 0.21 -0.75
0.01 -0.04 0.48
0.08 -0.11 0.38
-0.13 -0.08 -0.23
0.32 0.20 -0.36
-0.56 -2.48 -1.19
-3.48 2.90 1.05
-0.34 -1.55 -0.16
4.02 0.80 0.85
-0.30 0.27 -0.64
0.49 0.22 0.48
0.14 -0.13 -0.44
0.84 0.25 -0.88
-0.87 -0.29 -1.45
-1.03 0.06 0.32
1.21 -0.52 0.94
-0.88 -0.25 0.53
0.58 0.24 -0.20
0.14 0.63 0.49
-0.28 -1.10 -0.53
1.64 1.53 1.58
-0.43 0.53 -1.03
-1.24 -1.72 -0.20
0.14 0.72 0.28
0.34 0.09 -0.30
-0.29 -0.08 0.11
1.16 2.12 0.10
0.82 1.32 -0.99
-1.02 -1.63 0.89
1.09 -0.94 0.44
-0.18 -0.46 -0.05
-1.28 -1.09 -0.36
-0.75 0.61 0.14
-0.58 -1.02 -0.37
0.59 -1.31 1.17
-2.40 1.45 -1.78
2.50 0.05 0.89
0.12 0.53 0.07
-0.38 0.17 0.28
0.26 0.28 -0.33
-0.86 -0.23 1.72
1.54 0.48 -1.33
-1.40 -0.38 -1.09
0.72 -0.51 1.30
-0.30 1.76 -1.79
0.01 -1.01 1.03
0.62 0.72 -0.13
1.04 0.94 -1.75
-1.35 -1.77 2.41
0.30 0.12 -0.19
-0.04 -0.06 -0.04
-0.16 0.18 0.37
0.04 -0.32 -0.38
-0.05 0.06 -0.16
-0.59 0.94 0.90
0.52 1.33 0.94
-0.95 -1.28 -2.12
0.85 0.66 -0.22
0.52 -3.91 -0.55
-0.56 3.04 0.71
1.18 0.82 -0.58
-1.10 -2.10 2.63
-0.28 1.27 -1.50
-0.15 0.15 -0.11
-0.03 -0.20 -0.28
0.42 -0.52 -0.16
0.04 -0.11 0.02
0.11 -0.31 0.11
-0.59 -1.26 -0.15
-0.66 -0.40 -0.35
0.47 -2.08 0.05
0.34 -0.17 -1.04
1.58 2.64 0.23
0.50 1.24 2.26
-0.07 0.86 0.62
-0.38 -0.64 -0.21
-0.55 -0.18 -0.08
-0.03 -0.23 -0.50
0.15 -0.15 -0.19
-0.06 -0.28 -0.27
-0.34 0.36 0.39
-0.34 0.23 -0.65
0.68 -3.50 -0.58
-0.95 0.94 0.41
3.21 -0.16 -0.32
-1.32 1.68 1.34
-0.68 1.37 -0.42
1.34 -0.32 0.16
0.66 1.37 1.74
1.47 -1.58 -2.57
-2.42 -0.99 0.07
-0.20 1.12 0.56
0.41 0.45 -0.20
-0.99 -0.26 -0.04
-0.28 -0.24 0.01
-0.90 0.08 -0.17

Total charge: +1
HOMO level: -11.22 eV
Kohn-Sham gap: 0.1096 Eh